(1)
Molecular formula: C27H46FN9O9S2
Method: DFT, the ωB97M-V functional and the def2-TZVPD basis

The calculation puts the HOMO energy at -9.23 eV. Its spin multiplicity is 1. For the total energy, the calculation gives -3122.372675 Eh. Its LUMO energy is 0.0007 hartree. As for the orbital gap: 9.25 eV.

```
94
Properties=species:S:1:pos:R:3:forces:R:3
C -3.298 4.399 -2.839 1.087 -0.027 -0.324
C -2.223 3.244 -2.580 -0.983 0.011 -0.452
C -2.906 1.817 -2.835 -1.013 2.400 -0.477
N -2.673 0.797 -1.810 -0.202 0.444 -1.203
C -1.601 -0.131 -1.858 0.164 -0.870 2.216
S -0.873 -0.463 -3.592 -2.689 -0.567 -4.679
O -0.487 0.711 -4.340 1.166 -0.667 1.953
O -1.920 -1.153 -4.346 1.420 -0.008 2.010
F 0.324 -1.607 -3.422 -1.072 1.783 0.356
O -2.223 -1.454 -1.710 0.583 0.460 1.052
S -2.776 -1.839 -0.249 -4.539 -3.296 2.317
O -4.076 -1.271 0.135 2.554 1.605 -1.312
O -3.043 -3.291 -0.247 2.395 1.572 -0.732
C -1.439 -1.423 0.948 0.159 -0.008 0.167
C -0.483 -2.669 1.006 0.083 -1.216 0.341
C 0.005 -3.350 -0.314 0.958 -0.954 -0.459
C 0.485 -4.816 0.080 -0.376 0.713 -0.241
N -0.206 -5.940 -0.554 0.152 0.998 -0.157
O 1.380 -4.973 0.869 -0.592 -0.099 -0.236
C -0.756 -0.003 0.702 -0.803 0.568 0.623
C -1.712 1.241 1.104 0.239 1.164 0.583
O -2.948 0.844 1.690 0.451 0.568 -0.063
C -3.076 1.293 3.045 -0.064 -1.082 0.851
O -4.212 0.643 3.593 0.543 1.436 -0.953
C -5.412 1.214 3.066 -1.407 -0.633 -0.184
C -6.573 0.154 3.193 -1.014 -0.385 0.079
O -6.087 -1.198 3.128 0.030 0.379 0.032
C 0.367 0.126 1.787 1.979 -0.552 2.929
C 0.128 -0.453 3.144 1.894 0.737 0.357
C 1.128 -0.336 4.220 -0.049 1.222 -3.475
C 2.341 0.400 3.859 -0.907 -0.814 1.382
N 2.593 0.994 2.677 -1.973 -1.260 0.377
C 1.633 0.846 1.717 -1.105 -0.114 -0.728
C -0.378 0.074 -0.817 1.068 -0.968 -1.795
C 0.503 1.292 -1.287 -0.654 0.661 0.221
C 1.981 0.962 -1.722 2.672 0.719 0.186
N 2.659 -0.132 -0.990 -0.028 -0.061 0.553
N 2.209 0.761 -3.169 -0.288 0.098 -0.104
N 2.763 2.210 -1.390 -1.162 -0.155 -0.474
H -3.869 4.635 -1.906 0.273 -0.306 -0.956
H -3.966 4.142 -3.708 0.482 0.191 0.995
H -2.724 5.315 -3.153 -0.711 -0.703 0.436
H -1.893 3.339 -1.508 -0.019 -0.254 -1.198
H -1.394 3.411 -3.311 -0.375 -0.279 0.896
H -4.005 2.088 -2.777 1.078 -0.705 0.235
H -2.809 1.496 -3.914 0.376 0.061 1.181
H -3.596 0.377 -1.647 0.931 -0.539 0.093
H -2.019 -1.440 1.914 0.352 0.323 -1.215
H -1.055 -3.461 1.577 0.409 0.882 -0.654
H 0.444 -2.524 1.630 -1.070 0.370 -0.670
H 0.914 -2.842 -0.738 -0.743 -0.281 0.453
H -0.727 -3.478 -1.141 0.245 0.455 0.858
H -0.414 -5.632 -1.515 -0.037 -0.234 0.482
H -1.135 -6.066 -0.132 0.472 0.036 0.048
H -1.220 1.897 1.886 0.064 -0.912 -0.926
H -1.838 1.958 0.241 -0.269 -1.142 0.621
H -2.203 0.919 3.649 -0.724 0.467 -0.529
H -3.139 2.413 3.134 -0.081 -0.793 -0.326
H -5.356 1.502 1.986 0.491 -0.381 0.845
H -5.704 2.130 3.646 0.269 -0.683 -0.370
H -7.162 0.275 4.147 0.733 0.132 -0.672
H -7.324 0.267 2.357 0.819 0.406 0.702
H -6.841 -1.812 3.100 0.362 0.565 -0.015
H -0.791 -1.005 3.436 0.653 0.473 -0.564
H 0.981 -0.774 5.232 0.113 0.441 -1.011
H 3.118 0.486 4.664 -0.649 0.026 -1.027
H 1.884 1.399 0.787 -0.250 -0.543 0.870
H 0.273 -0.827 -1.038 -0.652 0.842 0.436
H 0.068 1.881 -2.148 0.237 -0.880 0.789
H 0.486 2.039 -0.441 0.438 -0.753 -0.947
H 3.281 -0.680 -1.590 -0.470 0.356 -0.133
H 3.299 0.282 -0.302 -0.609 -0.305 -0.086
H 2.324 -0.217 -3.437 -0.357 0.199 0.283
H 3.117 1.192 -3.366 -0.465 -0.299 0.100
H 2.511 2.864 -2.145 0.310 0.067 0.635
H 3.765 2.028 -1.470 -0.319 0.028 -0.146
C 5.707 2.718 1.687 0.053 0.081 -0.568
C 5.733 2.941 0.222 0.029 -0.067 0.636
N 5.753 3.113 -0.913 0.023 -0.066 0.121
H 6.699 2.890 2.105 -0.027 0.004 -0.082
H 4.999 3.403 2.152 -0.013 -0.074 -0.065
H 5.402 1.693 1.901 -0.064 0.081 -0.015
C 4.562 -0.554 -6.159 0.037 -0.105 0.536
C 4.673 -0.840 -4.709 0.053 0.060 -0.656
N 4.759 -1.060 -3.586 -0.042 0.002 -0.101
H 3.517 -0.401 -6.426 0.038 -0.007 0.062
H 5.128 0.344 -6.403 -0.021 -0.043 0.058
H 4.958 -1.392 -6.732 -0.014 0.024 0.072
C 3.763 -3.325 3.849 0.250 0.458 0.294
C 4.413 -2.242 4.626 0.058 -0.077 0.013
N 4.928 -1.408 5.233 -0.364 -0.513 -0.395
H 3.989 -3.208 2.789 -0.030 0.010 0.055
H 4.130 -4.294 4.186 -0.001 0.070 0.000
H 2.683 -3.284 3.988 0.056 0.027 -0.020
```
Forces are in eV/Å.

(2)
Molecular formula: C27H47AsN3O2PS2Si3W
Method: DFT, the ωB97M-V functional and the def2-TZVPD basis

Its net charge is +2. The calculation puts the HOMO energy (alpha / beta) at -13.32 / -13.35 eV. Its spin multiplicity is 3. Its expectation value of S² is 2.02. For the total energy, the calculation gives -5680.536285 Eh. Its LUMO energy (alpha / beta) is -0.2585 / -0.2424 hartree. As for the orbital gap (alpha / beta): 6.28 / 6.76 eV.

```
87
Properties=species:S:1:pos:R:3:forces:R:3
W 0.093 -1.001 1.276 0.748 1.117 0.919
N 0.041 -0.710 3.637 -0.315 0.206 0.318
C -0.751 -1.848 4.192 -0.328 -0.717 -0.436
C -1.103 -2.321 2.786 1.236 0.232 -0.332
O -1.785 -1.487 2.087 -0.228 -0.228 -0.393
O -0.181 -2.968 2.166 -0.674 -0.141 0.307
H 0.902 -0.581 4.158 0.063 -0.004 -0.177
H -0.537 0.153 3.750 0.127 0.077 0.048
H -1.598 -1.569 4.810 0.023 0.268 -0.094
H -0.131 -2.588 4.686 0.078 0.110 0.052
S -1.744 1.894 4.004 0.088 -0.172 -0.029
P -1.733 2.343 2.101 -0.045 0.029 -0.049
S -0.306 1.347 0.845 0.089 -0.625 0.052
C -1.251 4.053 1.801 0.031 0.015 -0.024
C -2.234 5.024 1.622 0.010 0.023 0.034
C -1.871 6.359 1.509 0.016 -0.009 0.002
C -0.536 6.725 1.578 0.008 -0.003 0.000
C 0.445 5.759 1.768 -0.003 -0.004 0.008
C 0.090 4.427 1.884 -0.019 0.024 -0.019
C -3.311 2.106 1.267 0.004 0.061 0.011
C -4.365 1.486 1.926 0.035 -0.090 -0.007
C -5.590 1.347 1.286 -0.002 0.025 -0.006
C -5.764 1.845 0.003 0.000 -0.012 0.022
C -4.713 2.480 -0.652 0.005 -0.047 -0.019
C -3.487 2.607 -0.025 0.036 -0.056 -0.057
H -3.279 4.749 1.579 0.007 0.012 0.007
H -2.635 7.112 1.372 -0.004 -0.002 0.004
H -0.256 7.766 1.491 -0.007 0.002 -0.003
H 1.485 6.049 1.832 0.002 -0.002 -0.002
H 0.855 3.677 2.045 0.000 0.005 0.003
H -4.225 1.124 2.936 -0.012 0.009 0.007
H -6.414 0.869 1.799 0.002 -0.007 -0.001
H -6.724 1.750 -0.487 0.000 0.001 0.002
H -4.857 2.881 -1.646 0.005 0.005 0.004
H -2.670 3.111 -0.530 -0.010 -0.001 -0.004
C 3.042 -3.085 1.600 -0.011 -0.001 0.003
C 3.113 -1.647 1.963 0.029 -0.041 0.042
N 2.133 -0.747 1.923 -0.109 -0.047 -0.097
C 2.658 0.464 2.366 -0.019 -0.006 0.017
C 3.963 0.283 2.661 0.036 -0.019 0.064
N 4.227 -1.044 2.402 -0.006 0.010 -0.041
H 2.010 -3.394 1.461 0.027 0.014 0.043
H 3.475 -3.698 2.391 0.008 0.000 0.000
H 3.595 -3.275 0.680 0.002 -0.008 0.006
H 2.050 1.348 2.435 0.008 0.012 -0.034
H 4.710 0.958 3.037 0.002 0.011 -0.019
H 5.118 -1.502 2.516 -0.010 0.003 0.042
C 1.659 -4.613 -1.428 -0.092 -0.047 -0.041
Si 2.164 -3.034 -2.285 0.471 -0.137 0.475
C 1.902 -3.142 -4.119 -0.047 0.012 -0.004
C 3.979 -2.655 -1.962 0.082 -0.113 0.002
As 1.146 -1.235 -1.027 -1.670 -0.021 -0.425
Si 1.507 0.797 -2.325 -0.014 0.063 0.067
C 2.354 0.293 -3.901 -0.009 0.087 -0.021
C -0.107 1.621 -2.738 -0.038 -0.031 0.028
C 2.626 1.805 -1.231 0.004 -0.009 0.032
Si -1.375 -1.945 -1.415 0.178 -0.025 -0.438
C -1.779 -3.571 -0.600 0.122 0.053 0.066
C -2.666 -0.645 -1.124 0.143 0.095 0.170
C -1.285 -2.244 -3.255 0.027 -0.068 0.039
H 2.497 -5.313 -1.476 -0.008 -0.017 -0.016
H 0.811 -5.096 -1.917 -0.007 0.033 -0.015
H 1.402 -4.472 -0.378 0.020 -0.021 -0.012
H 2.280 -4.151 -4.329 0.004 0.026 -0.119
H 2.523 -2.437 -4.666 0.017 0.003 0.006
H 0.887 -3.089 -4.502 0.132 -0.015 0.049
H 4.488 -3.592 -1.719 0.044 0.023 -0.032
H 4.161 -1.963 -1.138 -0.042 0.025 0.004
H 4.476 -2.244 -2.842 -0.048 0.006 -0.022
H 1.667 -0.188 -4.598 0.021 -0.027 0.009
H 3.242 -0.327 -3.782 -0.002 0.001 0.064
H 2.679 1.232 -4.362 0.012 -0.035 -0.055
H -0.700 1.008 -3.419 -0.016 0.007 0.011
H 0.118 2.557 -3.257 0.024 -0.003 -0.002
H -0.700 1.861 -1.856 0.020 -0.004 -0.028
H 3.572 1.292 -1.043 -0.003 -0.015 -0.006
H 2.149 2.026 -0.276 0.029 0.019 -0.009
H 2.858 2.756 -1.717 -0.011 -0.009 -0.027
H -2.170 -3.477 0.410 -0.016 0.031 -0.020
H -0.942 -4.266 -0.584 -0.038 -0.001 -0.007
H -2.564 -4.004 -1.228 -0.006 -0.030 0.021
H -2.889 -0.406 -0.086 -0.010 -0.009 0.037
H -3.571 -1.067 -1.576 -0.026 0.035 0.011
H -2.420 0.279 -1.646 -0.039 0.010 -0.009
H -0.751 -3.167 -3.485 -0.125 0.076 0.053
H -0.857 -1.426 -3.835 0.004 -0.014 0.019
H -2.322 -2.382 -3.578 -0.008 0.022 -0.029
```
Forces are in eV/Å.

(3)
Molecular formula: C27H48Br4N11O5Y
Method: DFT, the ωB97M-V functional and the def2-TZVPD basis

The calculation puts the HOMO energy at -6.84 eV. Its spin multiplicity is 1. For the total energy, the calculation gives -12370.605294 Eh. Its LUMO energy is 0.0086 hartree. As for the orbital gap: 7.08 eV.

```
96
Properties=species:S:1:pos:R:3:forces:R:3
Y 0.579 -0.193 0.940 -0.045 0.012 -0.416
C -1.700 0.305 -3.976 -0.007 -0.078 0.010
N -0.880 1.007 -3.005 0.045 -0.063 0.046
C 0.536 0.698 -3.032 -0.051 0.083 -0.007
C -1.432 1.647 -1.938 0.014 0.014 -0.070
N -0.848 1.673 -0.776 -0.010 -0.032 -0.029
C -1.237 2.753 0.117 -0.042 -0.003 0.047
C 0.001 3.298 0.795 0.048 -0.037 0.037
N 0.728 2.276 1.563 0.052 -0.053 -0.011
C 2.190 2.464 1.460 -0.054 0.037 0.088
C 2.724 2.146 0.067 0.026 0.106 -0.039
N 2.538 0.752 -0.339 -0.040 0.244 0.245
C 3.375 0.279 -1.216 0.021 -0.106 -0.034
N 3.508 -1.058 -1.447 -0.011 0.067 -0.022
C 3.568 -1.565 -2.807 0.119 0.024 0.056
C 3.277 -2.076 -0.438 0.012 -0.012 -0.032
N 4.239 1.080 -1.950 0.008 -0.022 -0.063
C 3.803 2.228 -2.715 -0.042 0.057 0.020
C 5.588 0.646 -2.259 -0.072 -0.074 -0.021
C 0.256 2.235 2.958 -0.055 0.044 -0.067
C -1.120 1.567 3.146 0.024 0.024 0.036
N -1.343 0.429 2.251 -0.064 0.102 0.059
C -2.247 -0.464 2.569 0.045 -0.141 0.049
N -2.719 -0.658 3.845 -0.016 0.038 -0.001
C -4.106 -0.990 4.097 0.009 -0.043 -0.031
C -1.834 -0.818 4.986 0.003 -0.021 0.003
N -2.781 -1.285 1.621 0.017 0.070 -0.008
C -2.971 -0.879 0.237 0.056 -0.119 -0.004
C -3.085 -2.676 1.931 -0.043 0.053 0.042
N -2.616 2.304 -2.231 -0.043 0.057 0.079
C -2.838 2.965 -3.497 0.015 0.028 -0.064
C -3.743 2.320 -1.327 0.000 -0.021 0.040
H -1.453 -0.757 -3.963 0.008 0.040 -0.014
H -1.540 0.695 -4.985 0.008 -0.006 -0.003
H -2.753 0.409 -3.725 0.037 -0.022 -0.006
H 0.902 0.818 -4.057 -0.018 -0.009 0.006
H 0.736 -0.314 -2.680 0.007 -0.042 0.026
H 1.047 1.398 -2.378 -0.040 -0.062 0.009
H -1.945 2.403 0.871 0.000 -0.002 -0.008
H -1.718 3.579 -0.417 0.027 0.019 -0.024
H -0.256 4.135 1.458 -0.039 0.003 -0.009
H 0.657 3.693 0.023 -0.005 0.006 -0.014
H 2.665 1.813 2.193 0.023 -0.010 -0.018
H 2.463 3.501 1.702 0.004 -0.001 0.012
H 3.781 2.430 0.043 0.019 -0.055 0.013
H 2.218 2.809 -0.641 0.036 0.027 -0.001
H 3.616 -0.744 -3.519 -0.002 0.011 -0.013
H 2.669 -2.151 -3.017 -0.008 -0.008 -0.007
H 4.442 -2.208 -2.945 -0.007 0.012 -0.013
H 3.308 -1.642 0.555 0.003 -0.010 -0.014
H 4.076 -2.818 -0.513 -0.017 -0.003 -0.006
H 2.327 -2.591 -0.594 0.016 0.010 0.018
H 2.749 2.432 -2.561 0.045 -0.030 0.005
H 3.949 2.040 -3.786 0.008 0.000 0.010
H 4.373 3.123 -2.449 0.003 0.001 0.005
H 5.866 -0.190 -1.625 -0.002 -0.010 0.018
H 6.282 1.471 -2.076 -0.013 0.008 0.010
H 5.698 0.344 -3.307 -0.013 -0.017 -0.005
H 0.187 3.256 3.360 0.071 -0.001 0.054
H 0.998 1.693 3.535 -0.024 -0.035 0.036
H -1.912 2.310 2.996 0.003 -0.007 -0.073
H -1.162 1.297 4.200 -0.026 0.023 0.025
H -4.708 -0.788 3.214 0.001 0.010 0.000
H -4.477 -0.374 4.919 0.001 0.006 -0.003
H -4.237 -2.041 4.376 0.004 0.001 0.005
H -0.795 -0.799 4.672 -0.001 0.014 -0.009
H -2.020 -1.795 5.442 -0.011 0.010 0.006
H -2.013 -0.050 5.744 0.003 0.000 0.001
H -3.903 -0.315 0.124 0.005 0.003 -0.017
H -3.045 -1.776 -0.377 0.003 -0.009 0.013
H -2.138 -0.305 -0.159 -0.043 0.103 0.068
H -4.162 -2.863 1.987 0.003 0.000 -0.006
H -2.618 -2.956 2.872 0.001 -0.012 -0.008
H -2.658 -3.310 1.154 -0.010 -0.007 0.008
H -1.919 2.979 -4.079 -0.031 0.011 0.031
H -3.154 3.998 -3.323 -0.009 -0.009 0.009
H -3.616 2.470 -4.090 0.005 0.026 0.002
H -3.514 1.761 -0.427 -0.003 0.000 -0.030
H -4.614 1.857 -1.805 0.001 0.005 0.003
H -4.018 3.341 -1.040 0.007 -0.005 -0.015
Br -0.681 -6.300 -2.694 0.004 -0.048 -0.039
C -0.403 -5.055 -1.304 -0.005 0.052 0.004
C -0.386 -5.462 0.019 -0.037 -0.002 0.012
Br -0.663 -7.272 0.473 0.011 -0.041 0.008
C -0.178 -4.518 1.033 -0.036 0.080 -0.008
Br -0.121 -4.984 2.860 0.001 -0.017 0.020
C -0.016 -3.167 0.742 0.046 -0.096 0.001
O 0.196 -2.245 1.641 -0.096 -0.072 0.030
C -0.064 -2.736 -0.619 -0.029 0.011 -0.062
O 0.096 -1.441 -0.825 -0.001 -0.155 -0.132
C -0.225 -3.696 -1.611 -0.018 0.031 0.110
Br -0.151 -3.103 -3.405 0.006 0.009 -0.034
O 1.009 -0.509 3.624 0.167 -0.121 0.064
N 2.144 -0.950 3.327 0.007 -0.048 -0.023
O 2.805 -1.662 4.043 -0.201 0.303 -0.199
O 2.568 -0.580 2.167 0.229 -0.093 0.236
```
Forces are in eV/Å.